{"formula": "C31H35O12PS2", "method": "wB97M-V/def2-TZVPD", "elements": ["C", "C", "C", "C", "O", "C", "C", "C", "C", "P", "C", "O", "C", "C", "C", "O", "C", "C", "C", "C", "C", "C", "C", "C", "C", "C", "C", "C", "C", "C", "C", "O", "H", "H", "H", "H", "H", "H", "H", "H", "H", "H", "H", "H", "H", "H", "H", "H", "H", "H", "H", "H", "H", "H", "H", "H", "H", "H", "H", "O", "S", "O", "O", "C", "C", "O", "H", "H", "H", "H", "O", "S", "O", "O", "C", "C", "O", "H", "H", "H", "H"], "xyz": [[-2.12565, -7.80566, 3.25093], [-2.84733, -7.22098, 2.02408], [-1.83279, -6.54357, 1.08955], [-2.55180, -5.77489, 0.00126], [-1.74377, -5.32098, -1.10055], [-0.40084, -5.22796, -0.91257], [0.41969, -6.25975, -1.35681], [1.78964, -6.18133, -1.23664], [2.42658, -5.07913, -0.65029], [4.26214, -5.06100, -0.52726], [4.72768, -5.78343, -2.16380], [4.71667, -3.50078, -0.77236], [1.59804, -4.05202, -0.19018], [0.20296, -4.11684, -0.33179], [-0.59330, -2.93200, 0.12862], [-1.64569, -3.01844, 0.72100], [0.06171, -1.62474, -0.16931], [-0.64161, -0.52077, -0.63192], [0.04636, 0.64992, -0.92391], [-0.67359, 1.87478, -1.47761], [-0.08427, 2.24970, -2.81886], [0.70131, 3.39445, -2.91670], [1.29415, 3.76773, -4.11099], [1.09507, 3.00348, -5.24814], [0.30734, 1.86233, -5.16140], [-0.28295, 1.47194, -3.96663], [-1.10479, 0.20750, -3.94315], [1.42371, 0.71189, -0.70847], [2.12931, -0.38278, -0.23580], [1.43796, -1.55952, 0.01854], [2.11573, -2.80711, 0.47740], [2.96349, -2.82691, 1.34031], [-2.54764, -8.75962, 3.55876], [-2.12545, -7.09373, 4.07402], [-1.08126, -7.99399, 2.99490], [-3.27544, -8.05049, 1.45792], [-3.61864, -6.51429, 2.32621], [-1.19078, -7.33067, 0.69211], [-1.24576, -5.84372, 1.68927], [-3.03017, -4.90839, 0.45920], [-3.35172, -6.38241, -0.42634], [-0.05943, -7.10723, -1.82962], [2.38021, -7.00061, -1.61944], [5.72542, -6.20216, -2.05467], [4.02443, -6.53488, -2.50281], [4.79464, -4.97942, -2.89898], [4.17782, -3.04110, -1.43000], [-1.71368, -0.59022, -0.76375], [-0.48164, 2.67598, -0.76741], [-1.73610, 1.65820, -1.56052], [0.85749, 4.00465, -2.03493], [1.91761, 4.65124, -4.15469], [1.55502, 3.26506, -6.19130], [0.16235, 1.27012, -6.05654], [-0.64443, -0.51688, -3.27197], [-2.13854, 0.39112, -3.65162], [-1.10463, -0.24760, -4.93247], [1.94743, 1.63505, -0.92366], [3.19899, -0.36111, -0.07554], [-1.31311, 6.14380, -0.28998], [-2.20344, 5.14853, 0.19433], [-2.74867, 4.16191, -0.66658], [-3.38717, 5.87302, 0.98233], [-3.46152, 5.38122, 2.33177], [-2.03493, 4.99874, 2.66702], [-1.54166, 4.41453, 1.44101], [-4.13302, 4.52089, 2.34980], [-3.84894, 6.16136, 2.98081], [-1.96791, 4.27306, 3.47178], [-1.42455, 5.86860, 2.91054], [-0.18714, 6.60211, 4.35821], [0.47176, 7.72340, 4.93777], [0.74078, 7.77291, 6.32599], [-0.31560, 9.03454, 4.48150], [0.56905, 9.94159, 3.80348], [1.59986, 9.03712, 3.15891], [1.82024, 8.01183, 4.14184], [1.01817, 10.60585, 4.54328], [0.00759, 10.52486, 3.07965], [2.53604, 9.54327, 2.94462], [1.21690, 8.57085, 2.24923]], "mulliken_charge": [-1.2120, -0.4882, -0.2741, -0.9091, -0.5537, 0.0959, -0.9298, -0.6189, 0.6789, 0.0110, -0.9523, -0.4360, 0.8204, 0.2784, -0.1998, -0.6029, 0.8183, -0.6527, 0.7185, -0.9530, 0.4394, -0.5035, -0.8286, -0.5814, -0.8301, 1.0352, -1.1899, -0.5515, -1.4521, 0.6877, -0.3033, -0.5165, 0.3653, 0.2970, 0.3251, 0.3264, 0.3833, 0.2941, 0.3462, 0.2864, 0.4939, 0.5280, 0.4212, 0.3136, 0.3287, 0.2880, 0.3344, 0.5135, 0.1279, 0.5051, 0.4380, 0.3829, 0.3989, 0.3363, 0.1749, 0.2877, 0.4161, 0.5123, 0.5049, -0.5916, 1.1781, -0.5011, -0.3379, -0.3540, -0.2369, -0.2665, 0.2845, 0.3190, 0.2708, 0.3207, -0.4920, 1.0482, -0.5554, -0.3079, -0.3086, -0.2869, -0.3163, 0.2782, 0.3091, 0.3066, 0.2654], "homo_lumo_gap_ev": 8.0, "molar_mass_g_mol": 694.717, "energy_ha": -3242.8583, "spin_multiplicity": 1}

=====

{"formula": "C31H36BClIN8NiO3", "method": "wB97M-V/def2-TZVPD", "elements": ["Ni", "C", "C", "C", "C", "C", "C", "N", "N", "B", "N", "C", "C", "C", "N", "C", "C", "C", "N", "C", "C", "C", "N", "C", "C", "C", "H", "H", "H", "H", "H", "H", "H", "H", "H", "H", "H", "H", "H", "H", "H", "H", "H", "H", "H", "H", "H", "H", "H", "H", "H", "H", "H", "H", "Cl", "C", "C", "C", "I", "C", "O", "C", "N", "C", "C", "C", "C", "H", "H", "H", "H", "O", "C", "C", "C", "C", "O", "N", "H", "H", "H", "H"], "xyz": [[-0.25448, -0.25120, -0.24872], [2.32492, -2.26651, 2.63215], [1.04243, -3.00857, 2.25470], [1.20025, -3.65917, 0.87895], [-0.19437, -2.14892, 2.38764], [-1.09194, -2.29795, 3.46193], [-2.06633, -1.34941, 3.25935], [-1.76340, -0.68375, 2.13730], [-0.61763, -1.16290, 1.59253], [-2.61984, 0.43746, 1.51943], [-3.13490, 0.04896, 0.11367], [-4.39159, -0.14672, -0.29578], [-4.39010, -0.19543, -1.67476], [-3.04396, -0.00672, -2.04564], [-2.30240, 0.11291, -0.94503], [-2.51688, 0.27952, -3.43408], [-3.47249, -0.26676, -4.49562], [-1.09397, -0.21630, -3.69154], [-1.76217, 1.72463, 1.34765], [-1.93663, 2.92522, 1.93065], [-1.04528, 3.81331, 1.36216], [-0.33929, 3.04685, 0.41020], [-0.79006, 1.80540, 0.41272], [0.71917, 3.49791, -0.55372], [0.15046, 4.57149, -1.48838], [1.94687, 4.02343, 0.19440], [3.15884, -2.97005, 2.71140], [2.21777, -1.74199, 3.58543], [2.57182, -1.53875, 1.86641], [0.89634, -3.79951, 2.99245], [1.41984, -2.90453, 0.12033], [0.28306, -4.18023, 0.59046], [2.02058, -4.38168, 0.89965], [-1.02026, -3.02020, 4.25951], [-2.95052, -1.10787, 3.82813], [-3.55266, 0.66601, 2.24529], [-5.20269, -0.23691, 0.40890], [-5.23924, -0.33675, -2.32249], [-2.50794, 1.37125, -3.52261], [-3.66480, -1.32996, -4.32052], [-3.03428, -0.15669, -5.49093], [-4.42885, 0.26164, -4.48498], [-1.08135, -1.29488, -3.85176], [-0.42695, -0.00137, -2.86231], [-0.68198, 0.26250, -4.58262], [-2.68428, 3.06913, 2.69690], [-0.91197, 4.85819, 1.59927], [1.01095, 2.62873, -1.14919], [-0.06086, 5.48850, -0.93141], [-0.78183, 4.23132, -1.94554], [0.86214, 4.80659, -2.28551], [1.67749, 4.89080, 0.80509], [2.73020, 4.32650, -0.50606], [2.35641, 3.25714, 0.85561], [6.72832, 1.75105, 1.73934], [5.22718, 1.16482, 1.05175], [5.25666, 0.42977, -0.09512], [4.07647, -0.02660, -0.69487], [4.23813, -1.09687, -2.47880], [2.79135, 0.22444, -0.17774], [1.70071, -0.13299, -0.78019], [2.80432, 0.94224, 1.10252], [1.61983, 1.04729, 1.73325], [1.54130, 1.67679, 2.87712], [2.64675, 2.30881, 3.47356], [3.87167, 2.18906, 2.88130], [4.00051, 1.44856, 1.68366], [6.20857, 0.20519, -0.55856], [0.56651, 1.69555, 3.36035], [2.52012, 2.87038, 4.39184], [4.75148, 2.64283, 3.31677], [-2.45506, -2.72325, 0.11566], [-1.71850, -2.91568, -0.83717], [-1.93786, -4.07837, -1.80577], [-0.65451, -4.10926, -2.60750], [0.03647, -2.79147, -2.23144], [1.02187, -2.39708, -2.82124], [-0.61713, -2.17453, -1.19255], [-2.81038, -3.83140, -2.41562], [-2.16580, -4.98790, -1.25161], [-0.78863, -4.14790, -3.68792], [0.00829, -4.92715, -2.32209]], "mulliken_charge": [1.5998, -1.2967, 0.3685, -1.3304, -0.1834, -1.3221, -0.4900, 0.8266, 0.8056, -0.4677, 0.5280, -0.7155, -1.1128, -0.1769, 0.1725, 1.3473, -1.7393, -0.9840, 0.2187, -0.9147, -0.7997, -0.2980, 0.3952, 1.3116, -1.7994, -1.3971, 0.5279, 0.3383, 0.0267, 0.4831, -0.0622, 0.2282, 0.5474, 0.4616, 0.4515, -0.1920, 0.4983, 0.4603, 0.1529, 0.3238, 0.4144, 0.3859, 0.1671, -0.2820, 0.4960, 0.4914, 0.5353, -0.1072, 0.3192, 0.3815, 0.4669, 0.3619, 0.4218, 0.3423, -0.3200, 0.5213, -0.4112, -0.0929, -0.0303, -0.0207, -0.1312, -0.6155, 1.0186, -0.5644, -1.2587, -1.1772, 0.3538, 0.4357, 0.3931, 0.4250, 0.4214, -0.6431, -0.0853, -0.8923, -0.7727, -0.5803, -0.5979, 1.1686, 0.2730, 0.3134, 0.3420, 0.3413], "homo_lumo_gap_ev": [7.2, 7.2], "molar_mass_g_mol": 800.544, "charge": -1, "s_squared": 2.0042, "energy_ha": -4157.9972, "spin_multiplicity": 3, "relative_energy_kj_mol": 31.9}

=====

{"formula": "C31H36FN8O8RhS", "method": "wB97M-V/def2-TZVPD", "elements": ["Rh", "S", "C", "N", "N", "C", "C", "C", "C", "C", "C", "N", "N", "C", "C", "C", "C", "C", "C", "H", "H", "H", "H", "H", "H", "H", "H", "H", "H", "H", "C", "C", "O", "C", "C", "H", "H", "H", "H", "H", "H", "H", "H", "H", "H", "F", "C", "C", "N", "C", "C", "O", "O", "C", "O", "N", "C", "O", "H", "H", "H", "H", "C", "C", "C", "C", "C", "C", "O", "N", "C", "O", "N", "C", "O", "H", "H", "H", "H", "H", "H", "H", "H", "H", "H", "H"], "xyz": [[13.30311, 13.73910, 8.24387], [15.30629, 13.66403, 9.08117], [15.85574, 12.15093, 8.33329], [17.12544, 11.83623, 8.31152], [17.33749, 10.58486, 7.90510], [16.93852, 10.08059, 6.64793], [16.80432, 8.69722, 6.57794], [16.46485, 8.08297, 5.36770], [16.44556, 8.78226, 4.19708], [16.46070, 10.20722, 4.30571], [16.66449, 10.86202, 5.51683], [14.90409, 11.32094, 7.89691], [13.74842, 11.84698, 8.23248], [12.71118, 10.88088, 8.36370], [12.87667, 9.67212, 7.67424], [12.27507, 8.53436, 8.15282], [11.22078, 8.66476, 9.07122], [10.99265, 9.89411, 9.67094], [11.68902, 11.04648, 9.30129], [18.23772, 10.24390, 8.25434], [16.82873, 8.09324, 7.48154], [16.26738, 7.02643, 5.34284], [16.40221, 8.30559, 3.23601], [16.26723, 10.81566, 3.43016], [16.48740, 11.95157, 5.57232], [13.59885, 9.63714, 6.88119], [12.50356, 7.59483, 7.70970], [10.54243, 7.83513, 9.23498], [10.15076, 10.02516, 10.36707], [11.48672, 12.08021, 9.66990], [9.49681, 10.32818, 4.42362], [8.36394, 10.42316, 5.42988], [8.88100, 10.18415, 6.75719], [7.85442, 10.36846, 7.67314], [7.56128, 9.11475, 8.49360], [9.22017, 10.77296, 3.46955], [9.85534, 9.31335, 4.25695], [10.32068, 10.89971, 4.80146], [7.55927, 9.71197, 5.25384], [8.00262, 11.48240, 5.39383], [6.96644, 10.78925, 7.15339], [8.18317, 11.13539, 8.37123], [7.52832, 8.22758, 7.82883], [6.63154, 9.23856, 9.05032], [8.33430, 8.98974, 9.24969], [13.13955, 20.91694, 7.40966], [13.15981, 19.87275, 6.54989], [13.91226, 18.74634, 6.80099], [14.37399, 17.89983, 5.74771], [15.50080, 16.93470, 5.94594], [15.12072, 15.79444, 6.96637], [16.05554, 15.25423, 7.58605], [13.89512, 15.52258, 7.08426], [13.75739, 17.96696, 4.47972], [14.01886, 17.23448, 3.51458], [12.64961, 18.83473, 4.46558], [12.33039, 19.95432, 5.31020], [11.53521, 20.81177, 4.98158], [14.17572, 18.40400, 7.81169], [16.44730, 17.35998, 6.34236], [15.68604, 16.49312, 4.94526], [12.18110, 18.85809, 3.56427], [7.60804, 14.51307, 8.28685], [8.35378, 15.67185, 9.05756], [9.85963, 15.94616, 8.72970], [10.32004, 17.00297, 9.72484], [11.74741, 17.47720, 9.48958], [9.93301, 16.40974, 7.25779], [9.97595, 17.56753, 6.87464], [9.93561, 15.31877, 6.32563], [10.81770, 14.21849, 6.53064], [11.05455, 13.45167, 5.59952], [11.34117, 14.12093, 7.84325], [10.71091, 14.64315, 8.95826], [10.85562, 14.25512, 10.12008], [6.83613, 14.19710, 8.99039], [8.24231, 13.65632, 8.02472], [7.15328, 14.87274, 7.36321], [8.26831, 15.42560, 10.16791], [7.82900, 16.66682, 8.89423], [10.30488, 16.47008, 10.68548], [9.62112, 17.82916, 9.65707], [12.51125, 16.79866, 9.94416], [11.93834, 18.44506, 9.94174], [11.98149, 17.60062, 8.42513], [10.02980, 15.59892, 5.35489]], "mulliken_charge": [0.3627, -0.1562, 0.5901, -0.8774, 0.2216, 0.6834, -0.3248, -0.5492, -0.5868, -0.5851, -0.2371, -0.3752, -0.1740, 0.1882, -0.1963, -1.0040, -0.0673, -0.8273, 0.1500, 0.3081, 0.3994, 0.4074, 0.4244, 0.3906, 0.3919, 0.6245, 0.4380, 0.3998, 0.4309, 0.0765, -1.2241, -0.2739, -0.0845, -0.1406, -1.0614, 0.3618, 0.3329, 0.2016, 0.3769, 0.2801, 0.5000, 0.0460, 0.2601, 0.3909, 0.0768, -0.3209, 0.4210, -0.1961, 0.1482, -0.9973, 0.8948, -0.6533, -0.6895, 0.4940, -0.6571, -0.0656, 0.3604, -0.6057, 0.2962, 0.3502, 0.3654, 0.2593, -0.8962, -1.2207, 2.9050, -1.4723, -0.8991, -0.5715, -0.6362, 0.2376, -0.4231, -0.6414, 0.9160, -0.1653, -0.6835, 0.4624, -0.0728, 0.3238, 0.4252, 0.3625, 0.4314, 0.4972, 0.1836, 0.5627, 0.0016, 0.3995], "homo_lumo_gap_ev": [7.5, 5.3], "molar_mass_g_mol": 802.648, "s_squared": 6.0423, "energy_ha": -2851.3004, "spin_multiplicity": 5, "relative_energy_kj_mol": 359.2}